Here is a structure of composition C16H25AlN5O6 in a non-equilibrium geometry from OMol25. Energies are from ωB97M-V/def2-TZVPD.

```
! RIJCOSX wB97M-V def2-TZVPD def2/J DEFGRID3
* xyz 1 1
O -0.749 1.850 -1.187
H -1.497 1.846 -1.815
Al -0.626 0.394 0.046
N -0.057 -1.074 -1.101
N -2.325 -0.098 -0.711
N 1.029 0.776 0.912
N -1.240 1.659 1.348
O 1.167 -1.537 -1.135
O 2.167 0.012 0.746
O -2.494 2.197 1.325
O -3.396 0.618 -0.567
C -2.346 -1.193 -1.496
C -1.054 -1.740 -1.736
C 1.006 1.710 1.872
C -0.307 2.245 2.100
C -0.741 -2.934 -2.557
H -0.467 -3.785 -1.918
H 0.100 -2.729 -3.233
H -1.613 -3.217 -3.155
C -3.640 -1.690 -2.016
H -4.141 -0.912 -2.603
H -4.300 -1.971 -1.185
H -3.491 -2.570 -2.648
C 2.217 2.106 2.628
C -0.613 3.346 3.051
H 3.114 1.699 2.154
H 2.165 1.737 3.661
H 2.294 3.199 2.673
H -1.590 3.784 2.821
H 0.156 4.127 2.992
H -0.628 2.973 4.084
H 1.883 -0.662 0.017
H -2.970 1.629 0.613
C 0.572 1.652 -1.913
H 0.491 0.887 -2.694
H 1.357 1.409 -1.192
H 0.802 2.632 -2.347
O 3.505 -0.210 -2.707
H 4.194 0.024 -2.063
H 2.934 -0.855 -2.241
N -0.867 -1.121 1.456
C -0.795 -2.032 2.183
C -0.693 -3.157 3.045
C 0.395 -4.037 2.920
C 0.504 -5.146 3.763
C -0.474 -5.385 4.735
C -1.563 -4.514 4.863
C -1.673 -3.405 4.021
H 1.149 -3.840 2.155
H 1.356 -5.822 3.659
H -0.387 -6.250 5.394
H -2.329 -4.696 5.621
H -2.517 -2.720 4.110
*
```

Properties
- HOMO (spin up / spin down): -10.203 / -10.204 eV
- Orbital gap (spin up / spin down): 5.84 / 5.84 eV

Here is the ion C16H25BClN2O7P4 with charge +1 in a non-equilibrium geometry from OMol25. Energies are from ωB97M-V/def2-TZVPD.

```
! RIJCOSX wB97M-V def2-TZVPD def2/J DEFGRID3
* xyz 1 1
C 2.712 3.851 2.007
C 1.166 3.281 2.117
C -0.008 3.926 3.062
C -1.518 3.214 3.027
C -1.912 1.925 2.080
C -3.460 1.388 2.143
C -4.565 2.604 2.443
C -3.698 0.115 3.172
C -0.719 1.283 1.110
O -1.096 0.159 0.241
C -0.391 -1.096 0.641
N 0.725 -1.503 -0.278
C 2.209 -1.533 0.030
B 2.776 -1.137 1.538
N 2.748 -2.294 2.567
O 3.323 0.174 1.938
C 3.404 -1.948 -1.053
C 2.967 -2.375 -2.578
P 4.356 -2.889 -3.787
O 4.153 -4.603 -4.200
Cl 4.217 -1.849 -5.654
C 1.356 -2.342 -2.899
P 0.804 -2.864 -4.677
O 1.210 -4.398 -4.953
C 0.296 -1.905 -1.706
P -1.568 -1.941 -2.274
P -1.874 -0.086 -3.448
O -0.918 -0.019 -4.709
O -3.593 -0.111 -3.880
O -1.610 1.370 -2.520
C 0.770 1.986 1.167
H 3.478 2.957 1.955
H 2.870 4.523 1.032
H 3.005 4.514 2.924
H 0.188 4.875 3.753
H -2.314 3.725 3.756
H -3.738 0.985 1.060
H -5.684 2.232 2.306
H -4.405 3.434 1.602
H -4.417 3.102 3.492
H -2.761 0.001 3.883
H -3.899 -0.869 2.531
H -4.661 0.272 3.856
H -0.150 -0.985 1.771
H -1.226 -1.949 0.579
H 3.346 -3.043 2.103
H 1.780 -2.737 2.563
H 3.307 0.144 2.960
H 4.548 -1.980 -0.753
H 4.462 -5.065 -3.357
H 1.380 -1.971 -5.692
H -0.630 -2.798 -4.875
H -1.825 -3.112 -3.079
H -4.105 -0.146 -2.995
H -2.431 1.966 -2.527
H 1.619 1.541 0.482
*
```

Properties
- HOMO: -10.785 eV
- Orbital gap: 5.05 eV

Here is a structure of composition C16H25Cl21O9 in a non-equilibrium geometry from OMol25. Energies are from ωB97M-V/def2-TZVPD.

```
! RIJCOSX wB97M-V def2-TZVPD def2/J DEFGRID3
* xyz 0 1
C 0.914 -0.084 1.124
O -0.141 0.305 0.219
C -0.066 -0.071 -1.054
O 0.922 -0.473 -1.708
O -1.246 0.177 -1.532
C -1.613 -0.034 -2.894
H 0.753 -1.012 1.672
H 1.095 0.724 1.833
H 1.812 -0.301 0.547
H -0.734 0.114 -3.522
H -2.304 0.783 -3.098
H -2.039 -1.015 -3.108
C 0.559 2.489 -1.255
O 0.884 3.620 -0.467
C 1.057 3.591 0.838
O 0.863 2.571 1.543
O 1.299 4.813 1.226
C 1.307 5.101 2.641
H -0.293 1.998 -0.787
H 1.429 1.833 -1.206
H 0.313 2.698 -2.296
H 1.541 4.234 3.260
H 0.396 5.637 2.907
H 2.102 5.822 2.831
C 1.934 -2.994 -1.456
O 2.564 -2.983 -0.196
C 1.819 -2.731 0.966
O 0.558 -2.781 1.049
O 2.636 -2.719 1.878
C 2.197 -2.568 3.203
H 1.344 -2.085 -1.579
H 1.250 -3.833 -1.582
H 2.642 -3.038 -2.283
H 1.392 -3.245 3.491
H 1.674 -1.616 3.293
H 3.073 -2.779 3.815
C 3.762 0.168 0.954
Cl 5.495 0.545 1.246
Cl 2.960 1.616 0.250
Cl 2.905 -0.258 2.459
H 3.561 -0.639 0.249
C -3.324 -0.356 -0.022
Cl -4.690 0.123 1.128
Cl -3.908 -0.698 -1.695
Cl -2.446 -1.768 0.610
H -2.674 0.512 -0.129
C -4.039 -0.927 -4.503
Cl -5.446 -1.800 -3.810
Cl -2.547 -1.993 -4.214
Cl -3.849 0.700 -3.896
H -4.281 -0.898 -5.566
C -1.408 -1.201 3.434
Cl -0.447 -0.014 2.547
Cl -3.142 -1.119 2.986
Cl -1.207 -1.022 5.171
H -1.112 -2.220 3.186
C 1.150 1.901 3.693
Cl 0.268 3.151 4.607
Cl 1.268 0.324 4.506
Cl 2.736 2.536 3.203
H 0.517 1.687 2.832
C -0.882 1.955 -4.816
Cl -0.988 2.857 -6.343
Cl -0.891 0.228 -5.175
Cl -2.287 2.364 -3.694
H 0.056 2.299 -4.382
C -1.369 -3.553 -0.497
Cl -1.737 -2.667 -2.034
Cl 0.032 -4.641 -0.931
Cl -2.813 -4.527 0.073
H -1.119 -2.810 0.261
*
```

Properties
- Energy relative to the best compared isomer or geometry (same formula, charge and spin): 39.0 kcal/mol
- HOMO: -8.789 eV
- Orbital gap: 8.44 eV

no.,total energy (Eh)
1,-1592.0680
2,-3110.5321
3,-10964.7674